(1)
DFT (ωB97M-V/def2-TZVPD) results for C16H61CaN20O15 as an isolated structure.

Computed properties:
- E (Eh) = -3547.5825
- frontier orbital gap (eV) = 7.09
- multiplicity = 1
- total charge = +1
- LUMO (eV) = -3.22
- largest force on an atom (Eh/bohr) = 0.231

Geometry (Å):
Ca (0.15792, 1.73158, 3.83091)
O (2.03149, 0.36567, 3.65795)
O (-0.40406, -3.49702, 4.58513)
O (1.70326, 2.73961, 2.50578)
O (-3.86109, -4.83536, -1.59684)
O (0.56601, 2.44533, -2.10259)
O (-3.47109, -2.81605, 2.54271)
O (-2.31228, -0.79197, -4.01155)
O (4.91978, 0.85168, 0.68239)
O (-0.38995, 4.09818, 3.65286)
O (2.41316, -0.38006, -3.99065)
O (2.23852, -2.23407, 1.04949)
O (1.30772, -4.75005, -1.54572)
O (-5.06200, 0.70714, -0.84607)
O (-4.41935, 3.71446, -0.51791)
O (-1.19214, 0.88494, 2.01666)
N (3.09720, 1.08666, -0.54352)
N (-3.34365, -4.40090, -3.73363)
N (2.67500, 4.65314, 2.09732)
N (4.45044, -2.11585, 0.91579)
N (1.50813, 4.36807, -2.73336)
N (-3.38715, 2.42355, 0.93029)
N (-0.18333, -2.73737, 2.56834)
N (2.26317, 2.53704, -3.55028)
N (-1.55902, 0.99471, -5.16639)
N (4.21960, -0.20776, 3.32844)
N (-2.20468, 3.32296, -0.62704)
N (-3.91225, -0.75368, 2.32457)
N (2.95805, -1.31894, 4.67137)
N (1.12698, -4.22228, 3.26869)
N (3.50308, -3.86228, 0.27075)
N (-5.40921, -1.87186, 3.08807)
N (-3.37700, -2.82009, -2.28290)
N (5.02311, 1.65116, -1.35975)
N (-1.38332, 0.88541, -2.99155)
N (1.81492, 3.71779, 0.46637)
C (-3.52865, -4.10017, -2.45496)
C (-4.23808, -1.89440, 2.60630)
C (2.01136, 3.63997, 1.75171)
C (-1.75242, 0.32173, -4.07840)
C (4.36198, 1.23114, -0.35651)
C (2.06661, -1.09772, -2.85191)
C (0.21134, -4.23669, -0.71846)
C (-3.42023, 3.13929, -0.10560)
C (-0.55477, 0.34944, 0.90718)
C (-4.53825, 0.37569, -2.03357)
C (0.14389, -3.48986, 3.49823)
C (-1.48221, -0.65317, 0.14819)
C (-1.20116, 4.37683, 2.61122)
C (1.36483, 3.05011, -2.76705)
C (3.00724, -0.32983, 3.80188)
C (3.28992, -2.69010, 0.74177)
H (0.34769, -0.14700, 1.26382)
H (-2.99332, -0.58204, 1.94220)
H (4.22983, 0.59409, 2.71440)
H (-2.24776, 4.18111, 2.84452)
H (-1.10395, 3.62593, 1.82714)
H (-1.45014, 2.74439, -0.28642)
H (3.78127, -1.88579, 4.81662)
H (-4.17354, 2.29530, 1.55097)
H (2.25492, 4.75584, -3.29197)
H (-4.58304, 0.00030, 2.36515)
H (-0.85857, -1.08196, -0.63623)
H (0.43366, -2.44190, 1.82530)
H (-1.95678, 0.57473, -5.99434)
H (-3.08130, -2.27070, -3.07715)
H (-1.40497, 0.36862, -2.12404)
H (-3.78749, 1.04405, -2.45520)
H (4.41403, -1.14803, 1.20229)
H (-1.55129, 1.99824, -5.05251)
H (-3.60546, -2.40174, -1.39246)
H (4.97552, -0.86794, 3.44176)
H (1.27601, 3.03984, -0.05332)
H (-0.92392, 1.78476, -3.00615)
H (2.07934, -1.59300, 5.08713)
H (2.57617, 0.93997, 0.30919)
H (-5.27561, 0.36116, -2.83619)
H (-0.78476, -4.30449, -1.15582)
H (-2.99889, -3.73787, -4.41309)
H (-3.48004, -5.37649, -3.95659)
H (2.13057, 4.55343, -0.00495)
H (2.92396, -1.12213, -2.17925)
H (-2.48221, -0.32216, -0.13206)
H (4.56946, 2.09774, -2.14389)
H (-4.41442, 0.82265, -0.14686)
H (1.26316, -0.53816, -2.37289)
H (3.30571, -0.69311, -4.15487)
H (-0.37242, 4.93365, 4.12539)
H (2.20790, 1.53214, -3.63521)
H (2.69393, 5.51209, 1.56634)
H (-1.21244, 5.41895, 2.29188)
H (-2.22282, 3.72559, -1.55314)
H (5.24370, -2.50903, 0.42973)
H (-0.99714, -2.14400, 2.64397)
H (0.89771, -5.50719, -1.97026)
H (0.27166, -3.14837, -0.71441)
H (0.96794, 5.00026, -2.16009)
H (-1.63001, -1.50322, 0.81428)
H (-4.09228, -0.61885, -2.02313)
H (1.87102, -2.15608, -3.02426)
H (3.01019, 3.12897, -3.88446)
H (4.43513, -3.84548, -0.11795)
H (-5.74081, -2.68391, 3.58879)
H (6.02411, 1.64083, -1.22555)
H (-5.86008, -0.97749, 3.21815)
H (3.27275, 4.56839, 2.90702)
H (2.73049, -4.31145, -0.19983)
H (-2.52868, 2.04754, 1.30677)
H (-0.23132, 1.15118, 0.24333)
H (0.37555, -4.53014, 0.31838)
H (2.53411, 1.31122, -1.35136)
H (1.41874, -4.71878, 4.09842)
H (1.68185, -4.14024, 2.42875)

(2)
DFT (ωB97M-V/def2-TZVPD) results for a 13-piece molecular cluster, C27H80N8O13 overall.

Computed properties:
- E (Eh) = -2492.6037
- frontier orbital gap (eV) = 7.78
- multiplicity = 1
- total charge = 0
- LUMO (eV) = -0.29
- largest force on an atom (Eh/bohr) = 0.240

Geometry (Å):
O (3.34597, 4.61050, -1.63206)
O (1.45496, -2.75618, -0.88369)
O (-0.28847, 3.47201, 3.50738)
O (0.84427, -1.92675, 4.39280)
O (-3.21028, -1.61610, 3.41434)
O (1.68297, 0.93326, -2.76920)
O (-3.69430, -1.33251, -1.36483)
O (3.92466, -1.74623, -0.41720)
O (-2.31501, -4.71054, 1.85414)
O (-3.08922, 2.06112, -1.07459)
O (-5.00787, 3.24279, 0.86562)
O (-1.58398, 0.53089, 1.02213)
O (-0.31519, -3.86068, -2.85816)
N (-3.81196, -2.08625, -3.59345)
N (-2.10371, -4.33344, -0.36673)
N (0.39233, 0.58659, -0.26669)
N (-0.83813, -1.25429, -0.38588)
N (-2.98748, -2.72828, 0.78184)
N (-1.76675, -1.30903, 5.25393)
N (-1.73817, 0.26590, 3.81277)
N (-1.83673, -1.43285, -2.76857)
C (0.64088, 3.45541, 2.66791)
C (2.19889, 4.95405, -1.23584)
C (1.11264, -2.01966, 3.20243)
C (-2.18334, -0.92815, 4.07566)
C (4.51714, -0.77841, 0.09251)
C (1.78760, -0.46777, -2.98961)
C (-2.13813, 2.71749, -1.44753)
C (1.42157, -3.59393, -4.28405)
C (1.82828, 4.42437, 2.91007)
C (1.11703, 2.00344, 2.50512)
C (-2.50699, -3.93162, 0.78806)
C (0.37560, -5.77720, -3.78792)
C (-0.66822, -0.06000, 0.12745)
C (0.17913, -4.27566, -3.90654)
C (5.65273, -0.22922, -0.79531)
C (-3.11744, -1.67795, -2.55020)
C (1.52545, 3.73707, -0.75011)
C (-1.32330, 2.25425, -2.63768)
C (0.06239, -2.88492, 2.57073)
C (3.44850, 0.28002, 0.41814)
C (1.25497, 5.61265, -2.23918)
C (-4.58907, 2.98275, 2.00312)
C (1.60006, -4.13644, -0.41401)
C (-4.67510, 1.54320, 2.44199)
C (-2.55089, 4.18982, -1.54297)
C (2.52707, -2.52805, 2.90060)
C (-3.10797, 3.43626, 2.10194)
H (0.91901, 4.86987, -2.96567)
H (-4.40996, 2.74831, 0.26379)
H (4.47490, -2.30555, -0.94449)
H (-1.32791, -1.17592, -1.86273)
H (0.58211, 1.46688, 0.18523)
H (-0.19480, -3.65570, 3.27187)
H (-2.88744, 4.46390, 1.86218)
H (-3.37920, -2.22650, 0.00607)
H (3.96780, 5.34317, -1.76888)
H (1.34460, 3.02121, -1.51478)
H (5.44611, -0.24693, -1.87972)
H (-3.24330, 4.45786, -2.35431)
H (0.53557, 3.86848, -0.36495)
H (-5.68746, 1.18825, 2.63491)
H (-0.97298, 0.76691, 4.34266)
H (-1.67368, -5.22358, -0.37889)
H (3.24498, -2.08148, 3.56021)
H (-3.06026, 4.51010, -0.65340)
H (-0.03482, -1.81177, -0.70704)
H (0.40178, -3.20868, 1.56265)
H (-2.85396, 1.15530, -0.86713)
H (2.71408, -0.08807, 1.10642)
H (-0.03156, 2.96321, 4.28989)
H (-1.89229, 0.61507, 2.81806)
H (-3.20283, -2.36070, 1.72042)
H (-1.44401, 2.64729, -0.65018)
H (4.94912, -1.07891, 1.06040)
H (-4.81299, -2.14181, -3.54371)
H (6.62526, -0.77349, -0.62179)
H (-0.96953, 1.22497, -2.58637)
H (2.15110, -3.65721, -3.51432)
H (1.42006, -2.51447, 4.89255)
H (-3.26366, -2.27262, -4.40273)
H (-1.81684, 2.46671, -3.57604)
H (1.26905, -2.55353, -4.67686)
H (0.97021, 0.30621, -1.08305)
H (-4.05459, 0.87184, 1.83406)
H (1.59379, 5.45407, 2.65432)
H (-2.13263, -3.88329, -1.26289)
H (2.05891, -4.72150, -1.26140)
H (-4.20038, 1.50262, 3.43473)
H (0.17268, 3.85451, 1.72617)
H (1.80383, -4.08435, -5.19112)
H (1.80238, 1.96295, 1.64155)
H (0.94710, -1.03199, -2.67518)
H (2.86998, -2.32613, 1.82924)
H (1.02598, -5.96562, -2.96047)
H (-0.54685, -6.31887, -3.70381)
H (-0.45077, 2.89515, -2.68771)
H (-0.89751, -2.42647, 2.47962)
H (-2.24343, -2.13368, 5.66217)
H (-1.34451, -2.08939, -3.36667)
H (0.70123, -4.61300, -0.08771)
H (-1.79420, 4.91650, -1.62697)
H (-2.90180, 3.39786, 3.17806)
H (0.33584, -3.92932, -2.16249)
H (2.35015, -4.18931, 0.38258)
H (1.87862, 6.32182, -2.78958)
H (-0.52858, -3.97449, -4.69249)
H (-0.78579, -1.51502, 5.16025)
H (2.00602, 3.08877, 0.06038)
H (3.81254, 1.16767, 0.84633)
H (2.31406, -2.32604, -0.60965)
H (1.05569, -1.07093, 2.74461)
H (1.76206, 1.62052, 3.30077)
H (2.62620, -0.85254, -2.40239)
H (-2.42360, 2.82825, 1.53297)
H (0.40290, 6.13224, -1.83819)
H (0.28001, 1.31255, 2.38086)
H (5.84455, 0.77840, -0.44527)
H (2.18862, 4.44838, 3.92084)
H (1.00027, -6.09837, -4.60744)
H (2.23839, 5.72244, -0.39120)
H (3.06047, 0.65862, -0.50313)
H (2.53317, -3.63206, 2.92651)
H (2.50136, 1.45514, -2.89723)
H (-1.62564, -1.81397, 0.03666)
H (2.71732, 4.15371, 2.30387)
H (1.91824, -0.65997, -4.05061)
H (-5.17575, 3.49381, 2.76819)

(3)
DFT (ωB97M-V/def2-TZVPD) results for one molecule with the formula C2H5N3O2.

Computed properties:
- E (Eh) = -393.8551
- frontier orbital gap (eV) = 10.32
- multiplicity = 1
- total charge = 0
- structure (SMILES) = [H]/N=C(\NN)OC=O
- LUMO (eV) = 0.80
- largest force on an atom (Eh/bohr) = 0.104

Geometry (Å):
O (-0.89895, 1.33113, 1.31971)
O (1.20913, 0.75947, 0.26052)
N (-0.18211, -0.91956, -0.65769)
N (1.51680, -1.46835, 0.99348)
N (-1.20819, -0.02821, -1.05685)
C (0.80361, -0.74387, 0.29785)
C (0.16121, 1.55528, 0.64056)
H (-0.58169, -1.82551, -1.09669)
H (1.08687, -2.33940, 1.00648)
H (-0.84818, 0.33767, -1.91911)
H (0.58556, 2.65404, 0.57799)
H (-1.64405, 0.68730, -0.36627)